The following is a quantum chemistry calculation of a molecular structure, C51H56AsGeN2PRh at a distorted geometry, from the OMol25 dataset.

## Properties
Molar mass ... 978.43 Da
Lowest unoccupied orbital energy (alpha / beta) ... -2.6890 / -7.2822 eV
Total charge ... +1
Expectation value of S² ... 6.078
E ... -186415.32651 eV
Multiplicity ... 5
Energy above the lowest of the compared OMol25 structures with the same formula, charge and spin ... 86.17 kJ/mol

XYZ file:
```
113
C51H56AsGeN2PRh ωB97M-V with the def2-TZVPD basis set
Rh -1.104 0.255 1.102
C 2.601 0.082 -0.074
C 2.765 1.263 -1.007
As 4.515 1.259 -2.007
C 5.811 0.684 -0.655
C 6.922 -0.052 -1.065
C 7.896 -0.421 -0.157
C 7.787 -0.037 1.170
C 6.705 0.725 1.582
C 5.732 1.096 0.671
C 4.248 -0.419 -2.993
C 3.777 -0.318 -4.298
C 3.549 -1.449 -5.060
C 3.785 -2.703 -4.521
C 4.253 -2.816 -3.222
C 4.493 -1.681 -2.467
P 0.864 -0.571 0.092
C 1.146 -2.174 0.887
C 2.170 -2.374 1.809
C 2.223 -3.548 2.540
C 1.263 -4.530 2.353
C 0.258 -4.350 1.415
C 0.190 -3.172 0.697
C 0.524 -0.895 -1.663
C -0.140 0.112 -2.360
C -0.348 -0.011 -3.722
C 0.095 -1.146 -4.385
C 0.738 -2.156 -3.687
C 0.966 -2.029 -2.327
H 2.983 0.315 0.921
H 3.145 -0.789 -0.462
H 2.656 2.211 -0.475
H 2.012 1.249 -1.801
H 7.018 -0.336 -2.108
H 8.749 -0.997 -0.486
H 8.549 -0.319 1.880
H 6.627 1.043 2.612
H 4.907 1.725 0.988
H 3.603 0.666 -4.721
H 3.198 -1.352 -6.077
H 3.613 -3.590 -5.113
H 4.442 -3.793 -2.800
H 4.898 -1.790 -1.467
H 2.921 -1.614 1.970
H 3.002 -3.691 3.275
H 1.292 -5.431 2.946
H -0.486 -5.118 1.264
H -0.610 -3.003 -0.010
H -0.493 0.983 -1.815
H -0.856 0.770 -4.268
H -0.055 -1.242 -5.450
H 1.078 -3.042 -4.201
H 1.483 -2.809 -1.788
N -4.988 -7.757 -2.725
C -4.692 -6.697 -2.406
C -4.280 -5.407 -1.994
C -4.676 -4.913 -0.748
C -4.195 -3.701 -0.308
C -3.317 -2.954 -1.109
C -2.967 -3.433 -2.380
C -3.448 -4.645 -2.818
C -2.756 -1.770 -0.598
C -2.184 -0.791 -0.128
H -5.354 -5.491 -0.141
H -4.476 -3.317 0.660
H -2.308 -2.844 -3.001
H -3.192 -5.022 -3.796
C -1.551 6.408 -1.450
C -1.243 5.070 -0.793
C -1.744 5.023 0.644
C -1.526 3.669 1.302
Ge -2.584 2.096 0.524
C -4.556 2.026 0.998
C -5.381 3.273 0.670
C -6.073 3.238 -0.692
C -5.169 3.653 -1.842
H -1.174 6.422 -2.470
H -1.082 7.221 -0.900
H -2.625 6.584 -1.473
H -0.165 4.890 -0.810
H -1.726 4.273 -1.363
H -2.805 5.283 0.667
H -1.210 5.778 1.233
H -1.782 3.716 2.362
H -0.470 3.392 1.236
H -2.556 2.236 -1.014
H -4.617 1.838 2.072
H -4.987 1.155 0.500
H -4.763 4.171 0.735
H -6.156 3.367 1.435
H -6.926 3.919 -0.659
H -6.460 2.234 -0.881
H -4.710 4.615 -1.626
H -5.742 3.740 -2.762
H -4.385 2.915 -1.999
C -2.784 -0.343 3.533
C -1.705 0.050 4.485
C -1.877 -0.079 5.842
C -0.881 0.277 6.740
C 0.344 0.735 6.262
C 0.581 0.889 4.920
C 1.910 1.318 4.389
C -0.465 0.594 3.967
N -0.278 0.796 2.704
H -3.352 -1.196 3.900
H -2.343 -0.607 2.533
H -3.486 0.479 3.387
H -2.816 -0.457 6.217
H -1.048 0.175 7.800
H 1.130 0.972 6.964
H 2.582 1.586 5.201
H 1.783 2.170 3.722
H 2.355 0.499 3.821
```